Entry 1:
Molecular formula: C32H91N5O17
Method: DFT, wB97M-V/def2-TZVPD

As for the spin multiplicity: 1. The SMILES is COC[C@H](C)N.COC[C@H](C)N.COC[C@H](C)N.COC[C@H](C)N.COC[C@H](C)N.OCCO.OCCO.OCCO.OCCO.OCCO.OCCO.

Each line ends with the Löwdin charge.
Geometry (Å):
C1 4.515518 5.310292 0.747235  -0.2531
C2 3.372522 4.534978 1.248115  -0.1871
O1 2.589208 3.847362 0.204955  -0.1099
O2 4.222067 6.379169 -0.155214  -0.0661
H1 5.282128 4.690010 0.272126  0.1247
H2 4.974020 5.803149 1.610662  0.1286
H3 2.592177 5.114493 1.712648  0.1252
H4 3.712130 3.788470 1.979294  0.1253
H5 3.159318 3.453443 -0.463534  0.0765
H6 3.918461 5.992615 -0.998628  0.0383
C3 -2.739476 1.698900 -3.993368  -0.2907
C4 -3.840270 1.521998 -2.942576  -0.2095
O3 -3.344316 0.982689 -1.683112  -0.1316
O4 -2.176231 0.554810 -4.498501  -0.0761
H7 -1.986252 2.368147 -3.520371  0.1121
H8 -3.236869 2.227496 -4.808568  0.1195
H9 -4.638179 0.861322 -3.340577  0.1249
H10 -4.314508 2.490706 -2.736383  0.0983
H11 -3.879722 0.192383 -1.466372  0.0213
H12 -1.682656 0.097468 -3.777430  0.0419
C5 0.960051 0.211309 5.598029  -0.2396
C6 0.032363 -0.981889 5.613179  -0.2435
O5 -1.186883 -0.815213 4.866394  -0.0736
O6 0.424885 1.436147 6.146305  -0.0639
H13 1.293261 0.364925 4.546718  0.1186
H14 1.814395 -0.055000 6.228724  0.1188
H15 -0.235127 -1.209588 6.654561  0.1257
H16 0.708512 -1.761322 5.277686  0.0849
H17 -1.948257 -1.211460 5.307633  0.0883
H18 0.141789 1.938211 5.381077  0.0738
C7 1.148372 -5.223406 -0.650963  -0.2267
C8 2.127548 -4.039701 -0.598798  -0.2178
O7 1.730499 -2.898160 -1.364435  -0.0912
O8 -0.148221 -4.933310 -0.114041  -0.0923
H19 1.495092 -5.980744 0.043970  0.1104
H20 1.097099 -5.678130 -1.651117  0.1200
H21 2.989892 -4.480675 -1.053596  0.1033
H22 2.433815 -3.832071 0.433411  0.1166
H23 1.210715 -2.281725 -0.799588  0.0549
H24 -0.570270 -4.288142 -0.714032  0.0432
C9 -2.034236 4.625414 0.644333  -0.2540
C10 -2.571712 5.202027 -0.679424  -0.2311
O9 -1.860835 4.734375 -1.801024  -0.0660
O10 -0.885413 5.318024 1.087100  -0.0658
H25 -1.845906 3.545546 0.535925  0.1089
H26 -2.786034 4.702134 1.463811  0.1143
H27 -2.566919 6.291323 -0.562994  0.1266
H28 -3.596316 4.862026 -0.727532  0.0995
H29 -0.919016 4.957607 -1.725848  0.0406
H30 -0.373827 5.539795 0.295571  0.0430
C11 1.983723 5.302279 -3.324183  -0.1400
C12 1.222879 6.224928 -2.438963  -0.2202
O11 0.915230 5.551424 -1.229463  -0.1010
O12 3.312552 5.190949 -2.642757  -0.1116
H31 2.165852 5.756246 -4.292976  0.1233
H32 1.574536 4.293033 -3.367429  0.1142
H33 0.241324 6.405660 -2.910184  0.1324
H34 1.648619 7.203712 -2.267468  0.1308
H35 1.750959 5.190461 -0.874269  0.0551
H36 3.947154 4.708821 -3.198266  0.1025
C13 -3.287844 -3.656959 0.339521  -0.0280
C14 -3.249817 -2.343990 -0.449247  -0.3813
C15 -2.907638 -2.717672 -1.850713  -0.2609
O13 -1.577345 -3.103992 -1.914701  -0.2217
C16 -1.258175 -3.394066 -3.269172  -0.0685
N1 -4.355358 -1.374203 -0.607517  0.0596
H37 -3.821314 -4.447722 -0.201038  0.0853
H38 -3.830681 -3.584186 1.283651  0.0756
H39 -2.325393 -4.049282 0.628725  0.0606
H40 -2.376845 -1.777368 -0.097865  0.1362
H41 -3.029304 -1.858955 -2.524506  0.1225
H42 -3.621623 -3.494084 -2.181448  0.1403
H43 -0.244567 -3.750535 -3.292835  0.0811
H44 -1.363015 -2.521959 -3.919745  0.0927
H45 -1.898160 -4.188828 -3.667682  0.0996
H46 -4.672131 -1.038481 0.290895  0.0656
H47 -5.159296 -1.767415 -1.097895  0.1038
C17 1.959270 -4.532954 4.158549  -0.0711
C18 2.529801 -4.964866 5.493757  -0.4443
C19 3.664729 -5.913725 5.277553  -0.2490
O14 4.041419 -6.446546 6.504267  -0.1772
C20 5.131114 -7.275920 6.453007  -0.1430
N2 2.833429 -3.800532 6.353875  0.0579
H48 1.025375 -3.986746 4.286421  0.0640
H49 1.686608 -5.382123 3.525650  0.0808
H50 2.661255 -3.870748 3.631244  0.0822
H51 1.772945 -5.544369 6.048341  0.1475
H52 4.498897 -5.370619 4.821111  0.1301
H53 3.473117 -6.742417 4.575428  0.1328
H54 5.013880 -8.064348 5.682981  0.0930
H55 5.279577 -7.779059 7.411783  0.0910
H56 6.067179 -6.754790 6.213882  0.0895
H57 3.590829 -3.284590 5.923527  0.0720
H58 3.042229 -4.150241 7.273153  0.0655
C21 4.500223 -1.289176 -5.822303  -0.0508
C22 3.425117 -1.173653 -4.724859  -0.4370
C23 2.096441 -1.585099 -5.149475  -0.2555
O15 1.531798 -0.819756 -6.189773  -0.1554
C24 1.136538 0.457887 -5.706203  -0.1047
N3 3.799783 -2.135244 -3.628145  0.0563
H59 4.610165 -2.331851 -6.083122  0.0757
H60 5.429637 -0.840969 -5.471355  0.0692
H61 4.226328 -0.730919 -6.730277  0.0791
H62 3.450189 -0.152959 -4.361060  0.1221
H63 1.416948 -1.586724 -4.274592  0.1154
H64 2.011259 -2.602531 -5.480132  0.1323
H65 1.905055 1.238830 -5.710624  0.0836
H66 0.665763 0.318348 -4.739849  0.0608
H67 0.392086 0.894713 -6.349699  0.0808
H68 4.701443 -1.863970 -3.297066  0.0562
H69 3.061551 -2.178627 -2.938150  0.0279
C25 -3.388340 0.883359 2.011057  -0.0552
C26 -4.028548 2.091177 2.657782  -0.4007
C27 -4.815639 2.745439 1.533012  -0.2203
O16 -5.807604 1.880224 0.989815  -0.1981
C28 -6.480076 2.498118 -0.080864  -0.1085
N4 -4.864039 1.655379 3.813951  0.0616
H70 -2.975140 1.206735 1.059527  0.0634
H71 -4.236145 0.210683 1.858483  0.0653
H72 -2.606963 0.343171 2.534675  0.0614
H73 -3.279334 2.793794 2.991176  0.1290
H74 -4.195932 3.090281 0.687075  0.0983
H75 -5.381415 3.588100 1.959216  0.1282
H76 -6.989148 3.405912 0.268301  0.0906
H77 -7.144906 1.782104 -0.565589  0.0904
H78 -5.806735 2.811598 -0.900480  0.0740
H79 -5.297226 2.438315 4.265650  0.0621
H80 -5.529392 1.037240 3.406343  0.0510
C29 0.562910 1.944667 -1.765795  -0.0216
C30 0.524430 0.416026 -1.446553  -0.3756
C31 0.386616 0.259883 0.014521  -0.2223
O17 0.366693 -1.112373 0.277943  -0.1998
C32 0.227195 -1.302146 1.659037  -0.0877
N5 -0.582398 -0.304152 -2.121638  0.0990
H81 1.382033 2.481080 -1.295260  0.0498
H82 -0.344715 2.458735 -1.426087  0.0748
H83 0.662588 2.019386 -2.854054  0.0696
H84 1.460277 -0.018689 -1.818703  0.1371
H85 -0.548086 0.785781 0.334765  0.1436
H86 1.242209 0.781409 0.451945  0.1370
H87 1.116349 -1.026912 2.213309  0.0844
H88 0.131053 -2.355535 1.895044  0.0888
H89 -0.637741 -0.767223 2.086962  0.0796
H90 -0.663046 -1.276401 -1.868179  0.0432
H91 -1.454470 0.075087 -1.798138  0.0435

Forces on atoms 1 to 2 (eV/Å):
C 1.037 1.479 -0.580
C -1.530 -1.702 -0.517

=====

Entry 2:
Molecular formula: C32H21ClN13O3Zr
Method: DFT, wB97M-V/def2-TZVPD

As for the spin multiplicity: 1. As for the net charge: -1.

Each line ends with the Löwdin charge.
Geometry (Å):
Zr1 0.259927 0.375172 -0.065219  1.8567
Cl1 -2.827985 6.794487 -2.445685  0.5860
C1 -1.924914 5.436152 -1.731502  -0.6494
C2 -0.893514 5.675847 -0.857834  -0.1012
C3 -0.266734 4.616090 -0.216801  0.0173
C4 -0.784505 3.321494 -0.381469  -0.3752
O1 -0.200320 2.379857 0.267928  -0.2284
C5 -1.790594 3.051846 -1.299803  -0.1376
C6 -2.361060 1.780448 -1.561505  -0.0856
N1 -1.884359 0.691379 -1.142496  0.0178
C7 -2.602194 -0.462419 -1.479232  -0.2176
C8 -3.251232 -0.685286 -2.674096  -0.0129
C9 -3.962762 -1.860824 -2.887125  -0.0965
C10 -4.089522 -2.791684 -1.889509  -0.0220
C11 -3.436562 -2.556628 -0.591452  -0.1181
C12 -3.344205 -3.436184 0.508910  -0.0218
C13 -2.564112 -3.192222 1.603585  -0.0238
C14 -1.767566 -2.013799 1.560891  -0.1066
N2 -1.777249 -1.142653 0.577699  0.0762
C15 -2.591291 -1.438427 -0.492174  -0.1731
C16 -2.361632 4.163480 -1.968378  -0.0534
H1 -0.558823 6.700917 -0.635657  0.1133
H2 0.484922 4.729327 0.573026  0.1304
H3 -3.252668 1.730339 -2.171338  0.1303
H4 -3.075976 0.016503 -3.501331  0.1268
H5 -4.394008 -2.026544 -3.887483  0.1133
H6 -4.550611 -3.805123 -2.141823  0.1277
H7 -3.833570 -4.315293 0.376386  0.0788
H8 -2.431333 -3.933453 2.440115  0.1263
H9 -1.084106 -1.847017 2.397263  0.1027
H10 -3.148261 4.004564 -2.692313  0.1095
O2 0.270535 -1.124999 -1.402545  -0.2931
C17 0.797573 -2.296326 -1.742964  -0.3141
C18 0.838621 -2.599001 -3.118108  0.0079
C19 1.456463 -3.775397 -3.544738  -0.0905
C20 2.050795 -4.657849 -2.648006  -0.1073
C21 2.189660 -4.229268 -1.332619  -0.0582
C22 1.518609 -3.101393 -0.879987  -0.1548
C23 1.706203 -2.718993 0.530043  -0.0590
N3 1.161636 -1.665614 1.027110  -0.0697
N4 1.409866 -1.490590 2.436062  0.0803
C24 1.007959 -0.292476 2.811453  -0.4357
O3 0.478079 0.638290 2.018448  -0.2468
C25 1.195436 0.091271 4.223886  -0.1465
C26 1.210144 1.436842 4.570467  -0.0266
C27 1.603750 1.864644 5.813354  -0.0748
C28 1.890279 0.885752 6.785304  -0.1028
C29 1.817286 -0.439933 6.486154  -0.1151
C30 1.473775 -0.832655 5.221395  -0.0408
H11 0.314130 -1.876889 -3.728891  0.1126
H12 1.397141 -3.989552 -4.598695  0.0925
H13 2.417727 -5.655492 -2.951015  0.1016
H14 2.752637 -4.847395 -0.648169  0.1040
H15 2.251035 -3.441725 1.163159  0.1312
H16 0.970431 2.186394 3.814905  0.1219
H17 1.628432 2.900091 6.035713  0.0879
H18 2.203244 1.272175 7.799526  0.1148
H19 1.999023 -1.157326 7.257738  0.0942
H20 1.561634 -1.886733 4.949056  0.1108
N5 2.670013 2.722415 -1.639997  0.1398
C31 3.209574 1.774956 -0.767622  -0.4859
N6 4.444784 1.790118 -0.359947  0.0217
N7 4.553599 0.730302 0.453663  -0.0877
N8 3.424829 0.125182 0.537849  -0.0671
N9 2.509429 0.781682 -0.220613  -0.0790
C32 1.657971 2.289838 -2.488354  -0.5452
N10 1.597813 2.666245 -3.728723  0.0340
N11 0.505351 2.028304 -4.198893  -0.0876
N12 -0.032631 1.292056 -3.277011  -0.0340
N13 0.709561 1.511047 -2.087667  -0.0535
H21 3.444424 3.131655 -2.162304  0.1306

Forces on atoms 1 to 2 (eV/Å):
Zr 0.233 -0.008 -0.294
Cl 0.484 -0.428 0.153

=====

Looking at frontier orbital gap for the records above, in order, we have 0.327 0.254 hartree.
Looking at energy relative to the best compared isomer or geometry (same formula, charge and spin) for the records above, in order, we have 101.79 0.00 kJ/mol.